The following is a DFT calculation (the ωB97M-V functional and the def2-TZVPD basis) of a single C5H14N2 molecule at a distorted geometry.

XYZ file:
```
21
Properties=species:S:1:pos:R:3:forces:R:3:nbo_charge:R:1
H -3.079 -0.133 0.463 0.6129 -0.4040 0.1870 0.201
C -2.752 -0.291 -0.577 -1.1871 0.5065 1.0113 -0.615
H -2.813 -1.370 -0.775 -0.3071 0.3780 -0.2643 0.202
H -1.165 0.262 -1.912 -0.1553 0.2995 0.1489 0.215
H -0.441 -1.006 0.723 -0.2261 -0.0738 0.0684 0.159
N 0.038 -1.727 -1.258 0.1334 -0.4595 0.7227 -0.832
N 1.126 1.183 0.786 0.2702 1.5896 1.3396 -0.643
H -3.561 0.310 -1.034 0.5182 -0.6381 -0.6878 0.218
C 2.334 1.333 1.611 0.7398 -0.6874 -1.6808 -0.418
C 1.112 0.133 -0.176 -0.2097 -1.6595 0.6325 -0.207
H 2.379 2.339 2.012 -0.2017 -0.2084 0.7160 0.209
C -0.228 -0.645 -0.290 0.1931 0.9101 -0.7301 -0.038
H 1.786 -0.685 0.189 0.1715 0.4978 -0.5802 0.149
H 2.493 0.471 2.276 -0.2908 0.4741 0.6244 0.169
H 1.435 0.518 -1.147 0.0281 -0.2927 -0.0299 0.197
H -1.189 1.239 -0.420 -0.4582 0.0504 -0.1396 0.209
C -1.374 0.243 -0.834 1.3711 -0.1936 -0.0544 -0.423
H -0.635 -2.482 -1.149 -0.1924 0.2251 -0.1329 0.354
H 0.387 1.207 1.475 -0.5831 -0.4583 -0.5414 0.355
H 3.240 1.268 0.992 -0.2568 0.1555 -0.3323 0.190
H 0.907 -2.165 -0.954 0.0301 -0.0111 -0.2771 0.349
```
Forces are in eV/Å.

Properties
Multiplicity ... 1
SMILES ... CC[C@@H](N)CNC
ΔE to the lowest compared entry with this formula, charge and spin ... 110.1 kJ/mol
Molar mass ... 102.2 g mol⁻¹



The following is a DFT calculation (the ωB97M-V functional and the def2-TZVPD basis) of a gas-phase ion, C24H21F4N2 (charge +1) at a distorted geometry.

XYZ file:
```
51
Properties=species:S:1:pos:R:3:forces:R:3:nbo_charge:R:1
H -0.113 -0.073 2.474 0.3400 -0.2129 0.4035 0.226
H 2.205 -5.606 -4.326 0.0332 -0.0359 0.0195 0.229
H 2.193 -3.321 -0.283 -0.4101 0.7057 -0.0084 0.256
C -6.183 2.975 1.790 1.8604 -1.4485 0.1995 -0.305
H 2.181 -1.451 -4.425 0.1662 -0.4642 0.2418 0.196
H -2.818 3.655 1.921 -0.4343 0.0190 -0.0254 0.227
C 1.372 2.870 1.477 0.9874 0.0916 -0.1706 -0.292
H 0.632 3.346 0.829 0.4327 -0.3123 0.0388 0.243
H 2.367 -3.214 -5.929 -0.0255 -0.0656 -0.0232 0.227
H 3.666 -3.904 -4.980 -0.0332 0.0030 0.0115 0.224
H 3.527 -2.166 -3.488 -0.6088 -0.0451 -0.1651 0.194
H -2.388 -0.142 2.202 0.0429 0.8156 -0.6341 0.212
C 0.263 -0.059 -0.748 -0.0126 0.1830 -0.4611 0.081
C 3.240 1.909 3.276 1.1817 -0.0837 0.4720 0.436
C -4.962 3.658 1.825 -0.7313 1.0526 -0.0165 0.416
H 1.648 -1.876 1.629 -0.2476 0.2969 -0.3892 0.238
H 0.038 -4.224 -3.068 0.3849 0.0974 0.0852 0.200
C 1.702 -4.650 -4.436 -0.4979 0.0326 0.6152 -0.413
C -1.172 1.524 1.610 -0.8644 -1.6178 0.1901 -0.270
C 0.626 -0.785 -1.870 -0.0253 0.3189 -0.2013 -0.247
C 1.141 -4.174 -3.069 -0.1390 -0.8163 0.7074 -0.197
N 1.595 -2.802 -2.876 0.0616 0.0544 -0.6319 -0.468
C -4.880 0.901 1.989 1.7708 -0.5323 -0.1260 -0.273
C 0.076 0.629 1.680 1.1851 0.7343 0.0917 -0.024
H -4.848 -0.200 2.056 -0.2134 0.7036 -0.0517 0.240
C 2.524 -2.381 -3.923 0.5227 0.8199 -0.4963 -0.198
F -7.245 0.857 1.900 1.2238 0.5620 0.0081 -0.316
H -7.116 3.470 1.677 -0.5862 0.3008 0.0296 0.262
C -6.071 1.571 1.898 -1.6813 0.8921 -0.1388 0.426
C 3.512 3.158 2.696 -0.8128 -0.8488 -0.2116 -0.319
H 1.498 -4.817 -2.245 -0.1266 0.0453 -0.2816 0.187
C 2.529 3.610 1.816 0.0562 0.6381 -1.0417 0.432
H -0.339 0.852 -0.847 0.2818 -0.4045 0.0573 0.241
N 0.589 -0.416 0.516 -0.9272 0.6982 -1.3291 -0.304
F 2.770 4.818 1.147 -0.6556 -1.8727 1.2223 -0.321
F 4.194 1.409 4.163 -1.6113 0.6367 -1.2013 -0.320
C 2.127 1.122 2.948 1.5785 -0.0989 0.6343 -0.286
F -5.006 5.030 1.778 0.0656 -1.2365 0.0084 -0.318
C 1.318 -1.573 0.628 -0.2937 -0.0995 0.5177 0.085
H 1.984 0.176 3.478 0.1534 0.2971 -0.2790 0.235
H 0.328 -0.414 -2.848 -0.0009 0.0091 0.2012 0.250
H 4.447 3.692 2.854 -0.3259 -0.0699 0.1231 0.272
C 2.633 -3.563 -4.935 0.2533 0.8863 0.3817 -0.412
H 0.876 -4.800 -5.123 -0.0904 -0.0365 -0.0891 0.223
C -2.355 0.940 1.922 0.2185 -0.3511 -0.0701 -0.091
C 1.296 -2.023 -1.785 -0.1699 0.3072 0.5858 0.305
C -3.727 3.056 1.902 0.3614 -1.4764 -0.1190 -0.263
C 1.631 -2.387 -0.466 0.0161 -0.1573 0.8837 -0.261
C 1.263 1.545 1.960 -0.6241 0.6939 0.8744 -0.040
H -1.117 2.626 1.689 0.3659 -0.9672 -0.8499 0.239
C -3.652 1.625 1.937 -1.3949 1.3587 0.4082 -0.063
```
Forces are in eV/Å.

Properties
Multiplicity ... 1
Charge ... +1
SMILES ... Fc1cc(F)cc(/C=C/[C@H](c2cc(F)cc(F)c2)[n+]2ccc(N3CCCC3)cc2)c1
ΔE to the lowest compared entry with this formula, charge and spin ... 276.0 kJ/mol
Molar mass ... 413.4 g mol⁻¹



Electronic energy
In order: -8391.478, -39070.509
Unit: eV